Entry from the OMol25 dataset: a molecular structure, C17H24BN8S5Tm (ωB97M-V with the def2-TZVPD basis set).

Values from the calculation:
**Net charge**: 0
**E_HOMO (alpha / beta)**: -7.7 / -7.7 eV
**Energy above the lowest of the compared OMol25 structures with the same formula, charge and spin**: 0.000 eV
**Spin multiplicity**: 3
**Kohn-Sham gap (alpha / beta)**: 0.281 / 0.281 Ha

Geometry as XYZ:
```
56
Properties=species:S:1:pos:R:3:forces:R:3
Tm -0.59650 0.86508 -0.38958 0.05 -0.38 0.63
S 2.03150 0.99848 -0.82278 -0.34 0.29 -0.20
C 2.24840 2.65328 -1.35228 -1.41 0.11 0.21
C 3.59520 2.97908 -1.57598 0.85 0.25 -0.13
N 4.72260 3.15198 -1.71478 0.26 0.12 -0.09
C 1.26230 3.59078 -1.49708 0.18 -1.22 0.36
S -0.45020 3.38637 -1.20918 0.03 -0.51 -0.16
C 1.60870 4.90778 -1.84748 0.28 0.79 -0.19
N 1.83700 6.00888 -2.08008 0.11 0.28 -0.12
C 0.67400 3.50728 2.03492 0.61 -0.06 -0.08
N -0.72630 3.17657 2.02472 -0.93 -0.25 0.07
C -1.78130 4.04788 1.93882 -0.08 0.02 0.11
C -2.91480 3.30888 2.04162 -0.04 0.33 0.06
N -2.57360 1.99397 2.18832 0.39 0.33 0.02
B -3.55980 0.84618 2.56652 0.34 0.04 -0.26
N -3.27790 -0.40093 1.67232 -0.19 -0.33 -0.55
C -3.22640 -1.69123 2.12072 -0.05 -0.33 0.00
C -3.25510 -2.52693 1.05282 -0.07 -0.08 0.31
N -3.32020 -1.74122 -0.06748 0.14 0.38 0.68
C -3.37600 -2.17202 -1.43508 0.00 -0.02 -0.61
C -3.30620 -0.44832 0.33482 -0.05 0.02 -0.13
S -3.27170 0.86758 -0.76168 0.12 0.52 -0.48
C -1.23740 1.92588 2.16062 0.45 0.09 0.34
S -0.26010 0.51888 2.24962 0.14 -0.32 -0.11
H 0.80990 4.50468 1.62192 -0.05 -0.05 0.00
H 1.23520 2.78228 1.43122 -0.15 0.23 0.12
H 1.05740 3.46428 3.05702 -0.03 0.05 -0.07
H -1.62950 5.09688 1.78922 -0.02 0.17 -0.03
H -3.94080 3.61617 2.03022 -0.14 0.04 -0.06
H -3.34970 0.54308 3.69482 -0.05 -0.21 0.37
H -4.66080 1.22678 2.33702 -0.35 0.19 0.02
H -3.16440 -1.91142 3.16632 -0.02 -0.03 0.17
H -3.21040 -3.59372 0.98662 -0.02 -0.20 0.04
H -3.02020 -3.19633 -1.50308 -0.02 -0.02 0.03
H -2.73290 -1.52452 -2.03928 -0.16 -0.21 0.09
H -4.39550 -2.09693 -1.81748 0.05 -0.04 0.01
C 1.15240 -2.88272 -3.72008 0.06 0.25 0.13
C 1.41750 -1.60742 -2.92768 -0.51 -0.01 -0.48
N 2.06960 -1.90572 -1.66598 0.44 0.07 0.55
C 1.43510 -1.95953 -0.49718 -0.04 -0.40 -0.12
S -0.27000 -1.98653 -0.41948 -0.58 0.46 -0.07
N 2.09730 -2.07823 0.65032 0.04 0.21 0.14
C 3.53650 -2.17143 0.80332 0.30 -0.26 -0.18
C 4.04220 -3.56503 0.43112 -0.02 0.22 0.11
H 0.70910 -2.63732 -4.68128 -0.08 -0.02 -0.10
H 0.47650 -3.52982 -3.16418 -0.03 -0.06 -0.02
H 2.08560 -3.41152 -3.89858 0.06 -0.12 -0.04
H 0.46200 -1.08663 -2.72668 0.63 -0.23 -0.12
H 2.06280 -0.92472 -3.48558 -0.05 -0.03 0.14
H 3.07000 -1.75333 -1.64078 -0.13 -0.01 0.02
H 1.52550 -2.06952 1.48522 0.01 -0.02 -0.28
H 3.76580 -1.96112 1.84862 -0.02 0.12 -0.13
H 4.02040 -1.40112 0.19292 -0.03 0.04 0.16
H 3.56560 -4.31292 1.06062 -0.01 -0.08 0.02
H 5.11800 -3.62363 0.57502 0.09 -0.03 -0.03
H 3.81370 -3.79703 -0.60638 0.02 -0.08 -0.08
```
Positions in Å, forces in eV/Å.


Entry from the OMol25 dataset: a molecular structure, C17H24BrF5INO4TeTi (ωB97M-V with the def2-TZVPD basis set).

Values from the calculation:
**Net charge**: +2
**E_HOMO (alpha / beta)**: -15.3 / -15.3 eV
**Energy above the lowest of the compared OMol25 structures with the same formula, charge and spin**: 3.997 eV
**Kohn-Sham gap (alpha / beta)**: 0.176 / 0.177 Ha

Geometry as XYZ:
```
55
Properties=species:S:1:pos:R:3:forces:R:3
Ti -0.94700 -1.86203 -2.38369 -4.62 6.04 2.59
C -0.48006 0.57361 5.40364 0.35 0.58 -0.55
C 0.52955 1.20150 4.38163 -0.84 0.23 0.04
C 1.97218 0.78854 4.75595 0.82 -0.23 -0.85
C 0.36263 2.76344 4.38353 0.20 0.27 -0.25
C 0.27236 0.67372 2.95285 0.26 -0.18 1.98
C -0.71239 -0.28391 2.72529 -0.85 -0.46 -0.74
C -0.77339 -0.98798 1.54736 -1.63 0.19 3.33
Br -2.18646 -2.14089 1.57749 -0.12 -0.86 -1.31
C 0.22248 -0.81109 0.51987 0.72 -2.27 -4.84
O 0.35025 -1.66980 -0.43943 -0.79 2.64 2.66
C 1.04028 0.40760 0.60992 2.03 1.96 2.06
C 1.08735 1.03679 1.85936 0.01 -0.86 -1.83
C 1.99967 0.97659 -0.43686 1.32 0.51 -0.44
C 1.21851 1.70509 -1.54660 -0.48 -0.51 -0.46
C 2.84111 2.12271 0.16590 0.79 0.90 -0.07
C 2.99237 -0.08215 -1.00220 -0.74 -0.32 -0.60
H -0.32415 0.95824 6.43110 0.06 -0.15 -0.71
H -0.35630 -0.50836 5.40360 -0.09 -0.07 0.22
H -1.50344 0.82675 5.09307 0.17 -0.08 0.31
H 2.17141 0.92905 5.83445 -0.20 0.18 -0.60
H 2.72678 1.33243 4.13025 -0.55 -0.26 0.77
H 2.12565 -0.28109 4.52897 -0.06 0.28 0.26
H 0.59224 3.19055 5.39499 -0.18 -0.58 -0.87
H -0.67779 3.02207 4.11520 0.45 -0.03 0.22
H 1.03285 3.26031 3.64117 -0.41 -0.36 0.60
H -1.49244 -0.46231 3.45500 0.28 -0.02 0.00
H 1.78378 1.81015 2.09444 0.26 0.30 -0.40
H 0.34695 2.14333 -1.06141 -0.13 0.28 -0.44
H 0.87511 1.00520 -2.32148 -0.08 0.24 0.19
H 1.82731 2.49717 -2.02862 -0.32 -0.58 0.40
H 2.20090 2.97557 0.50808 0.53 -0.66 -0.25
H 3.51512 2.56056 -0.62862 -0.78 -0.67 0.76
H 3.50979 1.80437 0.98886 -0.35 0.11 -0.30
H 2.39876 -0.91633 -1.41265 0.39 0.18 0.06
H 3.64350 -0.49141 -0.22777 0.03 0.13 -0.04
H 3.60945 0.31359 -1.84383 -0.48 0.00 0.81
F -6.06469 -1.06912 -0.97874 1.48 -0.60 -0.40
Te -4.37374 -1.85803 -1.56072 -4.69 0.52 0.70
F -5.51384 -2.96775 -2.65000 1.87 0.96 0.88
F -4.44114 -3.38092 -0.31410 0.15 0.44 -0.50
F -4.28426 -0.73246 -3.20051 -0.04 -0.18 -0.14
F -1.44427 -0.01135 -1.57702 0.86 -2.85 0.61
O -2.48624 -2.51881 -2.42770 3.52 -1.06 -0.59
N -2.63837 -0.82377 -5.51266 1.21 0.05 0.22
C -1.42290 -0.94733 -4.98519 -1.78 1.36 -0.06
O -1.19701 -0.59652 -3.74930 -0.13 -1.41 -2.81
C -0.30505 -1.45125 -5.81550 1.88 -0.27 -1.03
I 1.64934 -1.32923 -4.87456 -0.51 -0.04 0.20
H -3.44512 -0.60670 -4.90425 0.32 0.00 0.18
H -2.81054 -0.86308 -6.52866 0.31 -0.27 0.82
H -0.07918 -0.93048 -6.77779 -0.87 -0.38 0.72
H -0.37881 -2.53230 -5.98777 -0.38 0.33 -0.22
O 1.04547 -4.37312 -2.61920 -3.93 6.19 -0.70
C 0.39548 -3.38935 -2.70508 5.75 -8.67 0.40
```
Positions in Å, forces in eV/Å.


Entry from the OMol25 dataset: 9 unconnected molecules or ions with the total composition C17H24Cl24O4S (ωB97M-V with the def2-TZVPD basis set).

Values from the calculation:
**Net charge**: 0
**E_HOMO**: -9.2 eV
**Kohn-Sham gap**: 0.350 Ha

Geometry as XYZ:
```
70
Properties=species:S:1:pos:R:3:forces:R:3
C 0.62674 2.17590 -2.86941 0.22 -0.29 2.39
C -0.40379 1.81194 -2.35450 -0.35 0.53 1.37
C -1.55935 1.33129 -1.49781 1.09 -0.32 0.04
C -1.01812 0.97083 -0.07213 0.90 -0.03 -0.35
C -0.61357 -0.53199 0.04710 -0.67 0.35 0.40
O 0.82212 -0.73416 -0.05980 -0.21 0.66 1.02
S 1.44870 -0.95448 1.46657 -0.48 -0.79 -0.71
O 2.87971 -0.97032 1.24826 -0.17 0.50 0.09
O 0.96376 0.40793 2.26363 0.95 -0.71 -0.65
C 1.97912 0.97768 3.12616 -0.52 2.08 0.76
C 1.22883 1.61060 4.34968 -0.30 -0.93 -0.03
C 1.27488 0.66686 5.59878 0.72 0.02 -0.88
O 0.11570 -0.15102 5.64635 0.23 0.61 0.86
C -0.85697 0.29166 6.58095 -0.84 -0.22 0.30
H 1.68147 2.29463 -3.04109 -0.58 -0.05 -0.01
H -1.96451 0.40476 -1.95554 -0.07 0.61 0.04
H -2.34644 2.09186 -1.42238 0.34 -0.37 -0.12
H -0.08677 1.55367 0.06668 -0.52 -0.29 0.12
H -1.69458 1.29296 0.74174 0.08 -0.41 -0.54
H -1.10675 -1.13406 -0.73722 0.39 0.18 0.29
H -0.93937 -0.93116 1.03330 0.04 0.13 -0.56
H 2.43047 1.82172 2.57160 0.18 -0.73 0.10
H 2.73545 0.25928 3.47630 -0.32 0.12 -0.48
H 0.15966 1.67177 4.06100 0.56 0.19 0.14
H 1.57656 2.63588 4.55947 0.10 -0.51 -0.06
H 1.47942 1.22264 6.53382 -0.47 -0.22 -0.29
H 2.13337 -0.02716 5.46812 -0.43 0.32 0.14
H -0.49875 1.06987 7.27986 0.11 -0.29 -0.41
H -1.17838 -0.57052 7.20185 0.15 0.38 -0.41
H -1.75795 0.69397 6.06852 0.50 -0.20 0.17
C 0.37701 -1.93717 -3.65865 0.09 0.23 -0.82
Cl 1.54942 -2.72002 -4.74929 -0.45 0.21 -0.37
Cl 0.57690 -0.17551 -3.65174 -0.12 -2.23 -0.39
Cl -1.27658 -2.37104 -4.11047 0.21 0.05 0.13
H 0.55603 -2.29339 -2.65529 -0.03 0.01 -0.01
C -2.95583 4.84267 -3.68076 -0.12 -0.16 -0.09
Cl -2.21142 5.95480 -2.52747 0.01 -0.02 -0.05
Cl -2.21049 3.24554 -3.56268 -0.84 1.06 -0.78
Cl -4.70191 4.74523 -3.41313 0.03 0.04 -0.04
H -2.78653 5.22641 -4.68046 -0.01 0.00 0.07
C 3.14201 -3.82716 -0.60546 -0.01 0.03 0.01
Cl 4.83752 -4.31650 -0.65224 -0.06 0.03 0.01
Cl 2.55767 -3.44886 -2.23340 0.72 -0.45 0.82
Cl 2.14831 -5.08915 0.13568 -0.02 0.06 0.01
H 3.06371 -2.93224 0.00226 0.06 -0.04 -0.03
C 1.60270 -3.98330 5.05674 -0.04 0.05 0.01
Cl 0.01033 -4.67514 5.38167 0.40 0.12 -0.13
Cl 1.59968 -3.13333 3.50480 -0.01 -0.26 0.41
Cl 2.09260 -2.90275 6.36491 0.05 -0.06 -0.02
H 2.32147 -4.79232 4.99956 -0.04 0.05 0.01
C 1.19347 3.47398 -6.44337 0.02 0.30 -0.07
Cl 0.81654 3.76810 -4.73853 0.15 0.90 -1.52
Cl -0.13413 4.01883 -7.47756 0.01 -0.06 0.02
Cl 2.70316 4.27008 -6.89870 0.06 -0.69 -0.34
H 1.31575 2.40575 -6.58180 -0.04 0.06 0.03
C 2.74284 8.40562 -5.73642 0.00 -0.08 0.10
Cl 3.55434 9.12453 -4.34120 -0.04 0.02 -0.04
Cl 3.82846 8.35849 -7.13038 -0.05 0.02 0.01
Cl 2.15556 6.78665 -5.35296 -0.08 0.71 0.29
H 1.89155 9.02595 -5.99034 0.07 -0.02 0.00
C -3.12656 -7.10048 4.42015 -0.08 0.07 -0.04
Cl -4.71700 -7.79653 4.74063 0.07 -0.01 0.00
Cl -3.12069 -6.24360 2.87625 0.04 -0.04 0.04
Cl -2.64269 -6.02065 5.73149 -0.35 -0.21 0.06
H -2.40698 -7.90855 4.36313 -0.04 0.05 0.01
C -4.29559 -4.33419 -2.41097 -0.05 0.07 -0.03
Cl -5.90752 -5.00082 -2.14287 0.08 0.00 0.00
Cl -4.17575 -3.61738 -4.01935 -0.23 -0.12 0.02
Cl -3.90031 -3.14209 -1.16606 0.04 -0.05 -0.01
H -3.57769 -5.14328 -2.34561 -0.03 0.06 0.00
```
Positions in Å, forces in eV/Å.


Entry from the OMol25 dataset: 2 unconnected molecules or ions with the total composition C17H24Cl2N2O5 (ωB97M-V with the def2-TZVPD basis set).

Values from the calculation:
**Net charge**: 0
**E_HOMO**: -9.3 eV
**Kohn-Sham gap**: 0.359 Ha
**SMILES**: CC[C@H](C)[C@H](NC(C)=O)C(=O)NC.COc1c(Cl)ccc(Cl)c1C(=O)O

Geometry as XYZ:
```
50
Properties=species:S:1:pos:R:3:forces:R:3
C -0.48499 -0.48515 1.12187 0.28 0.17 -0.51
C 0.23685 0.07826 -0.11126 0.27 0.27 0.59
C 1.76275 -0.19332 -0.20215 -0.15 -0.53 -0.36
C 1.97952 -1.72103 -0.26379 0.43 0.46 -0.08
C 2.64572 0.47286 0.90128 -0.45 0.57 0.19
N 2.03943 1.73992 1.35030 0.87 -1.36 -1.16
C 1.75773 2.12926 2.59439 -0.27 0.80 1.35
C 2.04396 1.21874 3.77407 0.02 0.08 -0.36
O 1.29360 3.23976 2.79349 -0.18 0.27 -0.01
C 4.14083 0.61311 0.47298 -0.10 -0.44 -1.03
O 4.63608 -0.18752 -0.30532 -0.58 -0.80 -0.16
N 4.96118 1.60183 0.86258 0.21 1.39 1.02
C 4.77586 2.74599 1.75646 -0.33 -0.17 -0.21
H -1.53439 -0.19181 1.08468 -0.01 -0.05 0.11
H -0.43077 -1.57317 1.13456 -0.04 -0.04 0.13
H -0.04895 -0.08857 2.03464 -0.03 -0.03 0.20
H 0.05253 1.15172 -0.16056 -0.06 0.05 -0.03
H -0.23723 -0.34447 -0.99627 0.15 -0.05 -0.19
H 2.07843 0.22165 -1.16111 0.11 0.02 -0.08
H 1.79581 -2.17262 0.71034 -0.08 -0.10 0.05
H 1.30800 -2.16472 -0.99843 -0.14 -0.01 0.04
H 2.99791 -1.95786 -0.56656 0.01 0.04 0.10
H 2.64948 -0.21524 1.74357 0.02 0.03 0.25
H 1.79561 2.41012 0.63738 -0.02 0.07 0.03
H 1.38638 0.35453 3.73602 0.05 -0.24 0.06
H 3.08121 0.89474 3.75325 0.08 -0.24 0.08
H 1.85651 1.76971 4.69461 -0.02 0.02 -0.21
H 5.87662 1.51474 0.44741 -0.15 -0.18 -0.04
H 4.01786 3.42471 1.36060 0.08 0.01 0.24
H 5.71278 3.29955 1.83802 -0.04 -0.22 -0.08
H 4.49123 2.41140 2.75353 -0.03 0.19 0.03
C -5.95722 -0.45603 -1.08591 -0.35 -0.25 -0.13
O -4.61557 -0.06687 -0.75978 0.10 0.02 -0.38
C -3.66527 -0.93324 -1.23721 0.00 -0.40 0.24
C -3.32889 -2.08631 -0.50357 0.32 -0.05 -0.30
Cl -4.09556 -2.44276 1.02793 0.19 0.25 -0.53
C -2.35427 -2.96223 -0.98856 -0.13 0.42 -0.21
C -1.70892 -2.69563 -2.19748 -0.12 0.20 0.06
C -2.02479 -1.54784 -2.92813 -0.19 -0.19 0.55
Cl -1.18582 -1.25044 -4.43399 -0.34 0.01 0.47
C -2.99959 -0.65823 -2.44578 -0.16 -1.80 0.35
C -3.31726 0.54831 -3.19819 0.91 2.43 -0.24
O -2.60558 1.52931 -3.05885 -1.10 -0.86 -0.48
O -4.37626 0.51462 -4.04080 0.55 -0.22 0.63
H -6.65490 0.32112 -0.75956 0.44 0.00 0.05
H -6.22533 -1.39126 -0.58473 0.10 0.07 0.00
H -6.07418 -0.59190 -2.16603 0.11 0.06 0.07
H -2.09904 -3.84913 -0.41593 -0.05 0.16 -0.09
H -0.95052 -3.37569 -2.57403 -0.13 0.11 0.06
H -4.39854 1.39710 -4.43998 -0.08 0.06 -0.10
```
Positions in Å, forces in eV/Å.


Number 1: total energy -114327.333 eV. Number 2: total energy -149821.318 eV. Number 3: total energy -337574.767 eV. Number 4: total energy -56281.649 eV.